The following is a quantum chemistry calculation of a structure of composition C12H24AuN4NbOSe, from the OMol25 dataset.

```
! RIJCOSX wB97M-V def2-TZVPD def2/J DEFGRID3
* xyz 2 1
N -1.25579 0.58138 -1.91047
C -2.36327 0.71924 -2.40759
O -3.39487 0.84847 -2.96667
Au 2.57686 -0.01530 -2.10729
Nb 0.31585 0.29687 -0.66991
N 0.84125 2.04346 0.14609
N 1.57460 -1.37725 -0.66680
C 0.00920 3.22269 0.42160
C 1.64585 -2.70814 -1.32154
C -0.00297 4.05946 -0.85221
C 0.61350 4.03132 1.57210
C -1.40754 2.82650 0.80601
C 3.10154 -3.02503 -1.68098
C 1.13686 -3.79396 -0.38236
C 0.81384 -2.64382 -2.59029
H 1.00898 4.37630 -1.12486
H -0.61798 4.95463 -0.70294
H -0.41414 3.48749 -1.69262
H 0.73887 3.39565 2.45400
H -0.06992 4.85156 1.82650
H 1.57869 4.47970 1.31182
H -1.92117 2.26334 0.01901
H -1.97175 3.75235 0.99064
H -1.40473 2.23856 1.73123
H 3.52104 -2.21354 -2.29614
H 3.13697 -3.96372 -2.25440
H 3.71553 -3.13770 -0.78099
H 1.81718 -3.94049 0.46221
H 1.10745 -4.74218 -0.93278
H 0.12922 -3.57093 -0.01824
H -0.25296 -2.49392 -2.37399
H 0.92662 -3.58762 -3.14342
H 1.16565 -1.82474 -3.23362
C 2.19064 -1.27855 0.69145
H 1.76706 -0.39661 1.21418
H 1.94036 -2.16263 1.29244
H 3.28592 -1.16948 0.64009
C 2.28508 2.32231 0.15140
H 2.74059 2.08094 1.12601
H 2.81179 1.75833 -0.64272
H 2.42737 3.38448 -0.07750
Se -3.08615 -1.39851 2.46324
C -1.82380 -0.86016 1.40938
N -0.93528 -0.47737 0.66530
*
```

## Properties
Orbital gap (eV): 5.311
Electronic energy (a.u.): -3359.37242

These are the Mulliken partial charges, in e, on atoms 1 to 6:
1 N -0.692
2 C 0.645
3 O -0.364
4 Au 0.390
5 Nb 1.509
6 N 0.283